# C6H11N

The molecule C6H11N in a non-equilibrium geometry (wB97M-V/def2-TZVPD, the OMol25 dataset).

Geometry as XYZ:
```
18
Properties=species:S:1:pos:R:3
N 0.06 2.29 0.32
C -1.58 0.54 -0.20
C 2.22 0.07 -0.07
C -1.47 -0.94 0.09
C 0.79 -0.11 0.43
C -0.15 1.05 0.21
C 0.00 -1.22 -0.26
H -1.76 0.75 -1.27
H -1.63 -1.09 1.17
H 0.82 -0.30 1.51
H 0.13 -1.11 -1.35
H 0.32 -2.22 0.03
H -0.91 2.50 0.11
H 2.24 0.24 -1.15
H -2.43 1.03 0.32
H 2.79 -0.84 0.14
H 2.72 0.91 0.42
H -2.17 -1.56 -0.45
```

For the highest occupied orbital energy, the calculation gives -0.3624 hartree. The calculation puts the energy above the lowest of the compared OMol25 structures with the same formula, charge and spin at 13.71 kcal per mole. Its SMILES is [H]/N=C1\CCC[C@H]1C. Its frontier orbital gap is 10.94 eV.


# C18H33NO4

The molecule C18H33NO4 (wB97M-V/def2-TZVPD, the OMol25 dataset).

Geometry as XYZ:
```
56
Properties=species:S:1:pos:R:3
O 0.51 2.47 -1.77
O 2.92 2.52 0.31
O 1.34 -1.01 -1.90
O 2.39 -0.21 1.84
N 0.41 -1.24 0.15
C -0.13 1.82 -2.84
C 2.75 -1.67 -0.05
C -4.48 -0.83 1.16
C 2.56 3.30 -0.80
C -1.62 0.38 1.96
C -1.89 -0.75 0.98
C -2.64 -3.02 0.59
C 1.83 2.07 1.10
C 2.36 1.15 2.20
C -1.89 -2.15 1.61
C 1.44 -1.27 -0.71
C 3.31 -0.53 0.80
C 1.91 2.52 -1.94
C -3.51 0.47 -0.66
C -1.62 -1.71 -1.22
C -2.95 -2.03 -0.53
C -3.26 -0.73 0.24
C -0.91 -0.78 -0.22
H 3.36 1.50 2.48
H -2.38 0.40 2.74
H -3.55 -3.44 1.02
H -4.66 0.13 1.64
H -3.53 1.39 -0.07
H -0.87 -2.51 1.78
H -4.36 -1.57 1.95
H -1.61 1.34 1.45
H 2.32 1.50 -1.98
H 3.49 0.35 0.17
H -2.38 -2.13 2.58
H 3.49 3.74 -1.14
H -3.73 -2.37 -1.22
H 2.15 3.01 -2.90
H 1.87 4.10 -0.49
H 1.09 1.54 0.48
H -1.76 -1.23 -2.19
H 0.09 2.32 -3.79
H -0.81 0.23 -0.64
H 3.47 -1.92 -0.83
H -1.20 1.88 -2.65
H 4.27 -0.83 1.25
H 2.58 -2.55 0.58
H 0.19 0.77 -2.91
H 0.65 -1.24 1.13
H 1.33 2.94 1.55
H -0.65 0.24 2.43
H -5.36 -1.09 0.58
H 1.71 1.20 3.07
H -1.03 -2.61 -1.39
H -2.03 -3.85 0.24
H -2.76 0.58 -1.44
H -4.48 0.37 -1.15
```

For the highest occupied orbital energy, the calculation gives -0.3395 hartree. The calculation puts the energy above the lowest of the compared OMol25 structures with the same formula, charge and spin at 0.00 kcal per mole. Its SMILES is COCCOCCOCCC(=O)N[C@H]1C[C@H]2CC[C@]1(C)C2(C)C. Its frontier orbital gap is 10.05 eV.


# C4H5NO2S

The molecule C4H5NO2S in a non-equilibrium geometry (wB97M-V/def2-TZVPD, the OMol25 dataset).

Geometry as XYZ:
```
13
Properties=species:S:1:pos:R:3
S -2.49 0.05 -0.08
O 0.21 1.97 -0.01
O 1.15 -1.45 0.01
N 2.79 0.33 -0.01
C -0.20 -1.54 0.03
C 0.33 0.63 0.01
C 1.47 -0.11 0.00
C -0.77 -0.30 0.01
H -0.63 -2.49 0.02
H -2.59 0.75 1.09
H 3.31 0.06 0.80
H 1.11 2.33 -0.05
H 3.30 -0.01 -0.85
```

For the highest occupied orbital energy, the calculation gives -0.3096 hartree. The calculation puts the energy above the lowest of the compared OMol25 structures with the same formula, charge and spin at 39.46 kcal per mole. Its SMILES is Nc1occ(S)c1O. Its frontier orbital gap is 9.12 eV.


# C27H50FFeNO12

C27H50FFeNO12 as an isolated structure in a non-equilibrium geometry (wB97M-V/def2-TZVPD, the OMol25 dataset).

Geometry as XYZ:
```
92
Properties=species:S:1:pos:R:3
Fe -2.11 -1.30 3.24
F -3.18 3.76 -4.86
O -4.02 -5.08 1.65
O 4.40 4.99 1.19
O -0.89 -3.43 -4.86
O -0.66 -1.17 1.86
O -3.10 -3.22 2.53
O 2.50 4.48 0.13
O 2.73 1.20 2.13
O -0.09 -4.21 -3.06
O -3.54 -0.47 2.21
O 1.68 -1.53 -3.03
O 1.64 1.16 4.11
O 3.35 -2.39 -1.82
N -0.65 -3.32 -3.67
C 4.04 -0.90 1.91
C -5.05 -5.08 2.67
C 0.14 -1.09 0.71
C 2.40 6.02 1.95
C -2.23 5.43 -3.50
C 3.16 -4.17 -0.19
C -3.99 -0.63 -0.19
C 3.87 0.46 2.56
C 2.52 -3.48 -1.39
C -1.87 3.52 -1.49
C -1.29 -2.21 -2.93
C 3.66 -0.24 -2.80
C 1.77 1.57 2.99
C -1.53 5.77 -2.34
C -3.08 -4.15 1.76
C -4.48 -5.73 3.92
C 1.82 3.10 -1.54
C -2.69 4.14 -3.67
C -2.58 3.22 -2.63
C 0.04 0.06 -0.23
C -2.02 -4.35 0.72
C -1.45 4.83 -1.34
C -3.96 0.20 1.07
C 2.79 -1.42 -2.55
C 0.82 2.59 2.41
C 3.07 3.58 -0.84
C 3.20 5.10 1.06
H -5.45 -4.11 2.94
H -2.44 -4.33 -0.28
H -0.21 2.25 2.26
H -4.57 -1.56 -0.18
H 2.04 6.84 1.33
H 1.60 -3.04 -1.02
H 0.84 0.35 -0.89
H 3.77 -3.51 0.42
H -3.04 -0.96 -0.60
H 4.65 -0.60 -3.09
H 4.09 -0.76 0.83
H 3.18 -1.55 2.07
H -3.26 1.02 0.82
H -4.88 0.75 1.24
H 4.70 1.06 2.17
H -0.79 -1.25 -3.08
H -2.34 -2.05 -3.17
H 3.81 0.35 -1.89
H 3.70 4.08 -1.58
H 0.76 3.41 3.12
H 3.99 0.47 3.64
H -1.29 -2.46 -1.87
H -3.72 -5.07 4.36
H 1.63 5.45 2.47
H 2.99 6.41 2.78
H -1.41 -5.26 0.78
H 2.39 -4.21 -2.19
H -2.34 6.16 -4.29
H 2.01 2.41 -2.38
H 3.73 -4.95 -0.70
H -0.84 5.15 -0.50
H -1.11 6.76 -2.25
H -4.04 -6.72 3.76
H 1.31 2.42 -0.86
H -5.87 -5.64 2.22
H -5.21 -5.89 4.71
H 3.18 0.31 -3.61
H -0.41 0.94 0.23
H -0.72 -0.22 -0.97
H -1.31 -3.52 0.81
H -4.43 -0.02 -0.98
H 1.15 3.00 1.46
H 1.30 3.88 -2.08
H 3.75 2.88 -0.36
H 1.16 -1.16 1.12
H -1.65 2.78 -0.72
H 2.45 -4.74 0.41
H 4.99 -1.29 2.27
H 0.00 -2.06 0.22
H -2.95 2.21 -2.78
```

As for the charge: +1. For the highest occupied orbital energy (spin up / spin down), the calculation gives -0.4115 / -0.4115 hartree. As for the multiplicity: 6. Its frontier orbital gap (spin up / spin down) is 6.40 / 4.88 eV.


# C25H21ClLuN2O2

C25H21ClLuN2O2 as an isolated structure in a non-equilibrium geometry (wB97M-V/def2-TZVPD, the OMol25 dataset).

Geometry as XYZ:
```
52
Properties=species:S:1:pos:R:3
Lu 0.40 2.34 -0.93
Cl 0.68 4.06 0.76
O 1.82 0.68 -0.44
O -2.50 -0.77 -0.29
N -0.42 0.35 -0.27
N -0.47 -1.93 -0.26
C 0.91 -1.60 0.02
C -3.66 3.70 1.59
C -2.68 3.39 2.58
C 2.33 -2.31 -3.41
C -1.29 -0.78 -0.27
C 1.89 -1.47 3.73
C -1.01 1.95 -2.97
C 1.68 -3.78 3.04
C 1.55 -1.04 2.43
C -4.17 2.47 1.08
C 1.27 -2.00 1.45
C 3.14 -2.57 -0.74
C 1.34 -3.36 1.75
C 0.83 -0.11 -0.16
C 4.00 -2.94 -1.78
C -3.60 1.40 1.84
C -2.65 1.97 2.74
C -1.35 4.12 -2.24
C -2.28 2.01 -2.34
C -2.50 3.36 -1.91
C 3.61 -2.80 -3.12
C -0.44 3.28 -2.95
C 1.97 -2.83 4.03
C 1.46 -1.96 -2.38
C 1.86 -2.10 -1.06
H -1.99 1.40 3.40
H 4.99 -3.34 -1.53
H 4.31 -3.06 -3.93
H 2.09 -0.72 4.50
H -0.89 -2.83 -0.07
H -3.47 3.76 -1.61
H 1.15 -4.10 0.96
H -3.96 4.70 1.27
H -0.61 1.09 -3.50
H 2.01 -2.19 -4.44
H -2.03 4.10 3.08
H 3.45 -2.68 0.29
H 2.22 -3.17 5.04
H -3.84 0.35 1.72
H 1.71 -4.85 3.25
H -1.26 5.20 -2.07
H -4.98 2.37 0.36
H -3.05 1.25 -2.37
H 0.45 -1.61 -2.60
H 1.52 0.02 2.19
H 0.48 3.58 -3.46
```

As for the charge: -1. For the highest occupied orbital energy, the calculation gives -0.0796 hartree. The calculation puts the energy above the lowest of the compared OMol25 structures with the same formula, charge and spin at 31.75 kcal per mole. Its frontier orbital gap is 4.18 eV.


# C3H5NO2S2

The molecule C3H5NO2S2 in a non-equilibrium geometry (wB97M-V/def2-TZVPD, the OMol25 dataset).

Geometry as XYZ:
```
13
Properties=species:S:1:pos:R:3
S 1.16 -1.00 -2.34
S -1.08 1.12 0.53
O 0.12 -1.31 0.16
O -0.82 3.70 -0.15
N 0.07 0.01 -1.61
C -0.64 2.54 -0.59
C -0.29 -0.16 -0.43
C 0.03 -1.27 1.61
H 0.48 -2.24 2.03
H 0.41 -0.37 2.09
H -1.04 -1.35 1.80
H -0.33 2.06 -1.73
H 1.93 -1.72 -1.35
```

For the highest occupied orbital energy, the calculation gives -0.3158 hartree. The calculation puts the energy above the lowest of the compared OMol25 structures with the same formula, charge and spin at 74.86 kcal per mole. Its SMILES is CO/C(=N\S)SC=O. Its frontier orbital gap is 8.81 eV.


# C4H7N3

The molecule C4H7N3 (wB97M-V/def2-TZVPD, the OMol25 dataset).

Geometry as XYZ:
```
14
Properties=species:S:1:pos:R:3
N 2.51 -0.04 0.04
N 2.18 -0.14 1.33
N 0.90 -0.37 1.38
C 0.39 -0.41 0.11
C -1.10 -0.54 -0.15
C -1.96 0.73 0.12
C 1.44 -0.21 -0.76
H 3.48 0.16 -0.20
H -3.04 0.50 0.08
H -1.22 -0.91 -1.19
H -1.78 1.12 1.14
H 1.53 -0.17 -1.84
H -1.58 -1.23 0.54
H -1.75 1.51 -0.61
```

For the highest occupied orbital energy, the calculation gives -0.3489 hartree. The calculation puts the energy above the lowest of the compared OMol25 structures with the same formula, charge and spin at 18.78 kcal per mole. Its SMILES is CCc1c[nH]nn1. Its frontier orbital gap is 10.36 eV.


# C2HF4P

C2HF4P as an isolated structure in a non-equilibrium geometry (wB97M-V/def2-TZVPD, the OMol25 dataset).

Geometry as XYZ:
```
8
Properties=species:S:1:pos:R:3
P 1.12 -0.69 0.70
F -1.60 -0.03 1.27
F -1.68 0.50 -0.86
F -0.81 1.84 0.68
F 2.23 -1.71 0.70
C 1.01 -0.23 -0.89
C -0.94 0.56 0.29
H 0.66 -0.24 -1.89
```

For the highest occupied orbital energy (spin up / spin down), the calculation gives -0.3690 / -0.3690 hartree. The calculation puts the energy above the lowest of the compared OMol25 structures with the same formula, charge and spin at 94.16 kcal per mole. Its frontier orbital gap (spin up / spin down) is 8.92 / 8.92 eV.


# C16H43O7

A 7-piece molecular cluster, C16H43O7 overall in a non-equilibrium geometry (wB97M-V/def2-TZVPD, the OMol25 dataset).

Geometry as XYZ:
```
66
Properties=species:S:1:pos:R:3
O -4.83 -0.48 2.94
O -1.38 -2.22 -1.01
O -0.01 -0.76 -3.19
O 2.17 -1.94 -0.60
O 0.61 -0.14 0.76
O 1.94 2.06 1.07
O -1.59 1.05 -0.76
C 4.14 -0.48 -0.27
C -2.45 0.38 2.98
C -1.95 2.39 -0.62
C -2.44 -4.41 -0.53
C -2.06 -3.01 0.01
C 1.03 2.73 2.05
C 0.83 0.18 -3.81
C -1.29 -3.13 1.33
C 1.33 -0.36 -5.20
C -3.44 2.74 -0.78
C 1.93 0.76 -2.90
C 3.95 -2.49 0.99
C -1.04 3.35 -1.41
C -3.57 -0.42 2.38
C 1.62 2.83 3.54
C 3.56 -1.90 -0.31
H -0.35 -3.65 1.15
H 2.76 2.54 0.95
H -1.72 2.57 0.43
H -2.73 1.42 2.84
H -3.70 2.52 -1.82
H -3.00 -2.53 0.28
H 4.09 -2.49 -1.05
H 1.79 0.51 -5.67
H -3.16 -4.31 -1.34
H 2.08 1.89 3.85
H 0.04 2.29 2.02
H -1.55 0.34 2.37
H -0.98 4.36 -1.02
H 5.19 -0.61 0.02
H 1.04 -0.79 0.19
H 3.86 -3.58 0.99
H -1.58 -4.97 -0.90
H 0.16 1.01 -3.99
H 2.52 1.59 -3.31
H -1.41 3.49 -2.42
H -3.30 -1.48 2.30
H -1.92 -3.69 2.02
H 3.32 -2.12 1.80
H -3.60 3.80 -0.59
H -4.12 2.26 -0.08
H 0.86 3.74 1.68
H 3.70 0.11 0.53
H -3.67 -0.01 1.38
H -0.14 0.19 0.26
H 0.53 -0.72 -5.84
H 4.12 0.09 -1.20
H -5.29 -1.27 2.63
H -0.07 2.86 -1.52
H -3.06 -4.94 0.18
H 2.68 0.04 -2.58
H 0.87 2.98 4.32
H 1.14 0.64 0.95
H -2.18 0.01 3.97
H 5.00 -2.31 1.22
H -1.13 -2.12 1.70
H 2.08 -1.15 -5.16
H 2.36 3.59 3.80
H 1.40 1.11 -2.02
```

As for the charge: -4. For the highest occupied orbital energy (spin up / spin down), the calculation gives 0.2304 / 0.2073 hartree. As for the multiplicity: 2. Its frontier orbital gap (spin up / spin down) is 1.89 / 2.50 eV.


# C35H58F2NO11S5

A 8-piece molecular cluster, C35H58F2NO11S5 overall in a non-equilibrium geometry (wB97M-V/def2-TZVPD, the OMol25 dataset).

Geometry as XYZ:
```
112
Properties=species:S:1:pos:R:3
S -0.26 6.05 1.25
S -1.01 -1.97 3.37
S 3.15 -2.66 -1.73
S 3.54 3.15 5.23
S -0.82 -3.88 -3.35
F -6.63 -0.27 1.68
F -1.76 1.34 -5.61
O 0.48 4.89 0.87
O -0.51 -0.56 3.24
O -0.39 -0.51 -0.79
O 4.93 3.43 5.27
O 3.09 -1.24 -2.03
O 2.43 -3.34 -0.65
O -0.16 -5.12 -3.61
O 2.62 4.03 4.52
O -0.01 -2.98 3.65
O -0.21 -2.67 -3.51
O -0.79 6.83 0.19
N 1.22 1.34 -0.54
C -5.82 -0.23 0.63
C -2.34 -3.89 -4.10
C 0.04 0.60 -2.80
C 3.08 -3.74 -3.14
C 4.90 -2.97 -1.30
C 0.44 2.31 -5.88
C -3.86 0.72 -0.70
C 0.70 6.96 2.36
C -0.46 1.21 -6.04
C -4.61 0.63 0.50
C 3.47 1.47 4.65
C 4.30 -4.53 -3.03
C -0.18 0.07 -6.68
C -1.52 5.59 2.37
C 2.86 1.28 6.90
C -2.41 -1.99 4.38
C 1.54 0.76 0.80
C 1.64 2.18 -6.54
C 0.22 0.41 -1.29
C -0.86 5.66 3.63
C 3.04 2.72 6.82
C 1.04 0.02 -7.37
C -4.20 -0.20 -1.66
C 5.41 -3.65 -2.55
C -3.50 -1.76 3.35
C -3.26 -4.09 -2.88
C -1.27 -3.91 -1.68
C 1.94 1.03 -7.40
C -3.18 -2.67 2.26
C -5.36 -1.06 -1.60
C -2.59 -3.44 -1.71
C -6.09 -1.04 -0.33
C -1.86 -2.38 1.90
C -0.08 7.02 3.68
C 3.70 0.74 5.76
H 5.41 -3.12 -3.47
H 3.28 0.83 7.71
H -0.06 4.83 3.87
H -2.27 -2.99 4.68
H 5.48 -2.05 -1.03
H -3.93 -2.38 1.30
H -2.50 -3.07 -4.67
H -3.49 -0.01 -2.55
H 3.76 3.17 7.51
H -1.98 4.62 2.19
H -4.49 -1.93 3.79
H 4.09 -5.29 -2.16
H -2.94 1.25 -0.59
H 0.45 0.64 1.35
H 2.51 2.76 -6.23
H 4.80 0.77 6.17
H -4.35 -3.69 -2.83
H 0.82 6.87 4.37
H 3.14 -2.86 -3.95
H -2.92 -2.44 -1.88
H -3.62 -5.13 -2.74
H 0.93 0.45 -3.30
H -6.85 -1.84 -0.44
H -4.06 1.25 1.43
H -1.23 -3.32 1.46
H -0.55 -3.36 -0.96
H 2.78 0.87 -8.04
H -5.62 -1.73 -2.15
H -1.75 -1.63 1.25
H -2.12 6.19 2.46
H -1.15 -5.00 -1.44
H 2.57 1.19 4.05
H 1.22 -0.86 -7.83
H 1.94 -0.24 0.51
H -0.17 1.63 -3.08
H -3.37 -0.79 3.03
H 2.06 -4.21 -3.15
H 2.28 1.35 1.44
H 0.96 7.97 2.04
H 5.14 -3.31 -0.23
H 4.64 -4.88 -3.97
H 0.75 2.21 -0.37
H 3.52 -0.12 5.48
H 4.13 1.38 3.85
H 1.93 3.05 6.95
H 6.46 -4.20 -2.40
H 1.53 6.26 2.56
H 0.16 3.20 -5.29
H -0.92 -0.71 -6.75
H -0.76 7.84 3.95
H -2.23 -4.79 -4.46
H 1.92 1.55 -1.21
H -2.32 -1.28 5.18
H -3.32 -3.74 2.62
H 1.91 0.96 6.65
H -1.46 5.67 4.49
H -0.75 0.06 -3.06
H -3.22 -3.57 -0.80
```

As for the charge: +1. For the highest occupied orbital energy, the calculation gives -0.4192 hartree. The calculation puts the energy above the lowest of the compared OMol25 structures with the same formula, charge and spin at 0.00 kcal per mole. Its frontier orbital gap is 8.83 eV.